DFT (ωB97M-V with the def2-TZVPD basis set) results for C18H24Br2F6N6O5PPdS2 as an isolated structure.

Last column: Löwdin spin population.
CARTESIAN COORDINATES (ANGSTROEM)
Pd -0.228 -0.605 -0.230  1.447
Br -4.157 4.907 0.672  -0.020
Br -6.618 -1.749 -2.389  -0.022
S -1.309 -1.137 2.485  0.008
S 0.599 -2.870 1.282  0.006
P 3.027 0.497 0.048  0.009
F -0.200 -4.133 -0.855  -0.001
F -0.629 -5.150 1.012  0.001
F -0.945 -3.012 4.266  0.001
F -2.948 -2.891 3.454  0.001
F -2.253 -1.390 4.859  0.002
F 1.396 -5.092 0.246  0.000
O -0.176 -0.372 2.923  -0.001
O -2.457 -0.456 1.961  -0.002
O 1.644 0.702 -0.500  0.054
O 1.373 -2.037 0.316  0.092
O 1.218 -3.221 2.506  0.024
N 3.910 -0.630 -0.711  0.158
N -0.857 -2.186 1.296  0.139
N 3.890 1.957 -0.445  0.571
N -2.159 -0.994 -1.194  0.124
N 3.269 0.431 1.630  -0.002
N -1.341 1.269 -0.116  0.119
C -1.909 -2.203 3.888  0.004
C 5.294 -0.952 -0.337  0.010
C 0.264 -4.446 0.364  -0.001
C -3.522 2.309 -0.245  0.150
C -3.875 -2.431 -2.073  0.185
C -2.541 -2.149 -1.684  0.100
C 2.765 1.533 2.469  0.004
C 3.457 -1.233 -1.970  0.014
C -2.660 1.214 -0.465  0.077
C 5.128 2.379 0.172  0.064
C -0.894 2.352 0.465  0.084
C -3.039 3.463 0.363  -0.007
C 3.570 2.573 -1.717  0.058
C -4.852 -1.459 -1.920  -0.007
C -1.704 3.483 0.728  0.166
C -3.104 -0.020 -1.035  0.092
C 3.549 -0.813 2.377  0.001
C -4.458 -0.236 -1.395  0.152
H -4.104 -3.409 -2.479  0.007
H -1.786 -2.915 -1.789  0.004
H 5.979 -0.608 -1.114  0.004
H 2.670 2.140 -2.139  0.000
H 0.150 2.350 0.753  0.004
H 2.426 -0.961 -2.172  0.000
H 5.137 3.471 0.228  0.022
H 3.426 3.647 -1.557  0.026
H 4.429 -0.663 3.002  0.000
H 4.089 -0.903 -2.796  0.003
H -5.197 0.539 -1.263  0.005
H -1.269 4.345 1.218  0.007
H 5.973 2.090 -0.464  0.028
H 2.694 2.460 1.896  0.002
H 5.244 1.942 1.158  0.000
H 3.723 -1.642 1.697  0.000
H 3.458 1.699 3.293  0.000
H -4.561 2.271 -0.537  0.005
H 1.785 1.284 2.880  0.000
H 3.530 -2.318 -1.887  0.007
H 2.697 -1.057 3.010  0.000
H 4.414 2.468 -2.405  0.021
H 5.563 -0.493 0.611  0.000
H 5.395 -2.034 -0.246  0.005

Summary:
**Energy relative to the best compared isomer or geometry (same formula, charge and spin)**: 0.1485 eV
**Multiplicity**: 5
**HOMO-LUMO gap (alpha / beta)**: 8.07 / 4.74 eV
**Total charge**: +3

DFT (ωB97M-V with the def2-TZVPD basis set) results for C18H24ClIN3O3Re as an isolated structure in a non-equilibrium geometry.

Last column: natural (NBO) charge in e.
CARTESIAN COORDINATES (ANGSTROEM)
Re 0.218 0.700 1.386  0.925
I -0.526 2.635 3.228  0.401
Cl 0.797 -3.520 0.781  -0.061
O 0.671 -0.678 0.090  -0.712
O 2.782 -0.516 -0.673  -0.559
O -1.906 0.092 1.121  -0.482
N -0.900 -2.014 -4.357  -0.836
N 2.147 0.047 3.759  -0.663
N 1.132 -3.462 -2.827  -0.510
C -1.353 -0.505 2.028  0.461
C -0.333 4.743 -0.544  -0.080
C -0.265 3.718 0.437  -0.024
C -0.644 6.072 -0.165  -0.138
C -1.929 -1.530 2.918  -0.734
C -0.886 6.406 1.135  -0.206
C 0.063 2.377 0.070  -0.336
C 1.432 -0.361 2.763  0.021
C 0.381 -4.409 -3.029  0.189
C 1.928 -2.700 -0.305  -0.528
C 0.351 -1.409 -3.942  -0.221
C -0.837 5.411 2.133  -0.235
C 0.313 2.129 -1.263  -0.192
C 1.474 -2.437 -3.813  -0.248
C 1.860 -1.191 -0.300  0.775
C 0.230 3.136 -2.247  -0.199
C -0.082 4.414 -1.897  -0.153
C -0.537 4.139 1.755  -0.128
H 0.600 1.135 -1.577  0.223
H -1.120 7.424 1.413  0.235
H -0.946 -2.159 -5.357  0.366
H -1.039 5.665 3.164  0.234
H 0.014 -5.132 -2.298  0.171
H 0.201 -0.939 -2.967  0.184
H -1.187 -2.291 3.155  0.260
H 2.371 -1.922 -3.460  0.208
H 1.703 -2.903 -4.773  0.208
H -2.819 -1.975 2.476  0.265
H 1.751 1.343 1.375  0.022
H -1.700 -1.460 -4.079  0.369
H 1.548 -1.463 2.586  0.215
H 0.432 2.888 -3.281  0.227
H 2.748 -0.573 4.288  0.418
H 1.628 -2.907 -1.344  0.302
H 0.718 -0.628 -4.621  0.184
H 2.947 -3.025 -0.111  0.247
H -2.206 -1.025 3.849  0.270
H -1.830 -5.105 2.521  0.014
H -0.686 6.829 -0.938  0.228
H -0.137 5.199 -2.641  0.224
H 2.163 1.025 4.022  0.415
H -1.968 -4.633 1.967  -0.014

Summary:
**Energy relative to the best compared isomer or geometry (same formula, charge and spin)**: 6.4366 eV
**Multiplicity**: 4
**HOMO-LUMO gap (alpha / beta)**: 6.21 / 6.49 eV
**Total charge**: +1

DFT (ωB97M-V with the def2-TZVPD basis set) results for C18H24CrF5O23P2 as an isolated structure in a non-equilibrium geometry.

Last column: Löwdin spin population.
CARTESIAN COORDINATES (ANGSTROEM)
Cr 2.519 0.700 1.002  3.840
P 3.758 -2.481 1.811  0.005
P 0.449 0.362 0.142  0.022
F -2.660 2.825 -2.560  0.000
F -0.032 -1.593 -3.996  0.000
F 2.222 4.919 2.183  0.001
F -3.202 -3.518 -0.320  0.000
F -1.508 3.224 1.367  0.000
O -0.892 0.245 -0.544  0.005
O 0.397 7.590 -0.215  0.000
O -1.723 -2.979 -3.442  0.000
O 0.497 0.267 1.687  0.053
O 4.748 -2.962 2.964  0.000
O -4.486 2.283 1.367  0.000
O -2.947 2.595 2.927  0.000
O -3.254 -2.484 2.375  0.000
O -2.022 -5.165 -2.912  0.000
O -0.217 3.874 -3.347  0.000
O -5.099 3.194 3.318  0.000
O -4.100 -1.706 0.469  0.000
O -0.416 -3.927 -1.941  0.000
O 4.479 -3.112 0.537  0.001
O 1.851 5.934 -0.781  0.000
O 2.490 -3.385 2.082  0.001
O -5.447 -1.989 2.248  0.000
O -0.819 4.159 -5.498  0.000
O 0.498 5.682 0.952  0.000
O -1.445 2.307 -4.332  0.000
O 3.596 -1.013 1.833  0.035
O 1.616 -0.655 -0.271  0.018
O 1.222 1.712 -0.135  0.013
C -3.295 1.688 0.817  0.000
C -0.134 -2.540 -1.816  0.000
C -2.822 -2.265 0.133  0.000
C 5.140 -4.352 3.047  0.000
C -0.907 -1.921 -2.993  0.000
C 1.413 4.637 1.095  0.001
C -4.386 -2.062 1.728  0.000
C 0.907 6.540 -0.014  0.000
C 3.999 -2.700 -0.766  0.001
C 2.222 4.681 -0.202  0.001
C -4.266 2.732 2.612  0.000
C -0.279 2.773 -2.464  0.000
C -1.554 2.085 -2.954  0.000
C -2.233 2.132 1.816  0.001
C -2.162 -2.335 1.486  0.000
C -1.493 -4.121 -2.779  0.000
C -0.829 3.523 -4.500  0.000
C 1.123 -2.964 1.917  0.000
H 0.563 2.092 -2.608  0.000
H 5.046 -4.703 4.067  0.000
H -1.627 1.074 -2.574  0.000
H -0.351 2.991 -1.403  0.000
H 0.968 -1.892 2.052  0.000
H -0.476 -2.220 -0.839  0.000
H -1.515 -1.464 1.590  0.000
H 1.822 3.922 -0.872  0.000
H -1.551 -1.067 -2.803  0.000
H 6.125 -4.421 2.592  0.000
H 4.471 -4.936 2.413  0.000
H 3.291 4.631 -0.015  0.000
H -2.296 -1.721 -0.637  0.000
H 4.821 -2.278 -1.331  0.000
H 0.869 3.725 1.318  0.000
H 0.783 -3.240 0.920  0.000
H -1.584 -3.259 1.430  0.000
H -3.149 1.903 -0.235  0.000
H 0.921 -2.291 -1.875  0.000
H 3.719 -3.616 -1.305  0.000
H 3.045 -2.175 -0.701  0.000
H -3.461 0.614 0.902  0.000
H 0.550 -3.476 2.689  0.000
H -1.500 1.376 2.093  0.000

Summary:
**Multiplicity**: 5
**HOMO-LUMO gap (alpha / beta)**: 7.30 / 8.16 eV
**Total charge**: -1

DFT (ωB97M-V with the def2-TZVPD basis set) results for a 2-piece molecular cluster, C18H24F17N3O3 overall in a non-equilibrium geometry.

Last column: natural (NBO) charge in e.
CARTESIAN COORDINATES (ANGSTROEM)
F -2.854 1.530 -1.905  -0.324
F -7.411 3.159 0.700  -0.295
F -1.826 2.059 1.280  -0.318
F -1.157 5.136 0.297  -0.369
F -5.863 0.726 -1.613  -0.308
F -2.187 3.811 -2.106  -0.303
F -5.995 4.677 -1.362  -0.304
F -8.500 -0.246 -0.761  -0.308
F -7.206 2.219 -2.874  -0.307
F 0.166 3.584 1.519  -0.360
F -4.020 4.492 0.187  -0.308
F -8.917 2.734 -1.099  -0.306
F -0.621 1.455 -0.680  -0.310
F -9.417 1.093 0.985  -0.322
F -7.120 0.314 1.246  -0.304
F -4.917 3.347 -3.004  -0.308
F -4.640 2.229 0.575  -0.310
O 4.410 0.676 -3.862  -0.306
O 4.003 -3.461 3.028  -0.740
O 4.417 0.380 -1.809  -0.433
N 2.591 -5.086 0.866  -0.208
N 5.178 0.604 -2.901  0.356
N 3.459 0.108 1.095  -0.889
C -8.127 0.776 0.265  0.946
C 2.243 3.458 -0.464  -0.452
C -6.498 2.096 -1.542  0.602
C 3.197 -3.663 0.730  -0.231
C -5.379 3.311 -1.564  0.615
C 2.523 1.826 -0.703  -0.420
C -7.666 2.231 -0.416  0.585
C 3.629 -6.162 0.599  -0.412
C 4.382 -3.365 1.664  -0.102
C 2.271 0.969 0.671  -0.254
C -4.156 3.145 -0.485  0.606
C 0.756 3.920 -0.965  -0.489
C -1.473 2.544 -0.067  0.591
C 1.987 -5.295 2.255  -0.408
C -2.692 2.802 -1.106  0.608
C 4.125 1.697 -1.167  -0.152
C 1.469 -5.216 -0.162  -0.404
C -0.436 3.816 0.152  0.679
H 2.789 -5.468 2.977  0.251
H 4.778 -3.214 3.570  0.491
H 3.130 -7.136 0.620  0.228
H 1.895 -5.066 -1.160  0.235
H 4.853 1.929 -0.259  0.128
H 3.147 -0.572 1.822  0.325
H 0.486 3.360 -1.984  0.266
H 1.389 -4.418 2.514  0.242
H 5.221 -4.042 1.480  0.165
H 0.713 -4.455 0.052  0.242
H 1.036 -6.216 -0.084  0.224
H 3.512 -3.554 -0.314  0.246
H 4.402 2.506 -1.999  0.178
H 4.728 -2.343 1.484  0.243
H 2.377 -2.964 0.928  0.246
H 2.544 3.816 0.614  0.183
H 1.353 -6.187 2.220  0.215
H 1.396 0.195 0.426  0.160
H 4.394 -6.124 1.380  0.234
H 4.174 0.748 1.519  0.352
H 2.016 1.691 1.556  0.153
H 0.847 5.068 -1.275  0.234
H 3.019 3.991 -1.199  0.204
H 4.072 -5.978 -0.384  0.233

Summary:
**HOMO-LUMO gap**: 3.43 eV
**Total charge**: 0

Number 1: energy -229033.2025 eV. Number 2: energy -52409.7390 eV. Number 3: energy -126744.5769 eV. Number 4: energy -75845.0315 eV.